# 1
C24H37FN2O2 in the gas phase, computed with ωB97M-V/def2-TZVPD.

## Properties
Energy (eV): -35283.2861
Gap between HOMO and LUMO (eV): 9.69
Relative energy (zero: lowest compared OMol25 entry of this formula, charge and spin) (eV): 0.343
LUMO (eV): 0.61
SMILES: Cc1cc(C(=O)N(C)CCCCCCNC(=O)C[C@H]2CCCC[C@@H]2C)ccc1F

Element x y z (Å)
C  -7.0586  -0.4878  -1.8990
C  -6.1827  -0.8622  -0.7407
C  -5.9445  -0.0133  0.3313
C  -5.1388  -0.3894  1.3991
C  -4.9522  0.4819  2.6047
O  -5.1152  0.0171  3.7218
N  -4.6783  1.8074  2.3987
C  -4.6439  2.6657  3.5681
C  -4.0347  2.3273  1.2003
C  -2.5276  2.5180  1.3669
C  -1.8213  1.2250  1.7490
C  -0.3090  1.3704  1.8360
C  0.3833  0.0755  2.2340
C  1.8964  0.2077  2.3467
N  2.5395  0.5348  1.0846
C  2.7534  -0.4168  0.1345
O  2.4353  -1.5787  0.3216
C  3.4088  0.0815  -1.1386
C  4.6163  -0.7705  -1.5549
C  4.1563  -2.0636  -2.2314
C  5.3240  -2.9612  -2.6147
C  6.3200  -2.2201  -3.4959
C  6.7657  -0.9217  -2.8381
C  5.5979  -0.0084  -2.4604
C  6.1388  1.2713  -1.8301
C  -4.5554  -1.6477  1.4089
C  -4.7528  -2.5118  0.3446
C  -5.5561  -2.0986  -0.6960
F  -5.7558  -2.9425  -1.7345
H  -6.4772  -0.3966  -2.8180
H  -7.8218  -1.2451  -2.0780
H  -7.5514  0.4641  -1.7080
H  -6.4170  0.9636  0.3354
H  -5.2622  2.2223  4.3416
H  -3.6336  2.7853  3.9701
H  -5.0312  3.6503  3.2974
H  -4.2099  1.6321  0.3827
H  -4.5104  3.2764  0.9338
H  -2.1312  2.8959  0.4191
H  -2.3175  3.2891  2.1137
H  -2.2029  0.8686  2.7121
H  -2.0696  0.4478  1.0162
H  0.0752  1.7081  0.8674
H  -0.0621  2.1567  2.5609
H  -0.0063  -0.2671  3.1979
H  0.1587  -0.7083  1.5061
H  2.1580  0.9890  3.0638
H  2.3221  -0.7319  2.7007
H  2.8224  1.4798  0.9016
H  2.6519  0.0493  -1.9298
H  3.6916  1.1260  -1.0136
H  5.1696  -1.0447  -0.6441
H  3.4639  -2.5840  -1.5724
H  3.5969  -1.7930  -3.1378
H  5.8280  -3.3031  -1.7034
H  4.9560  -3.8551  -3.1236
H  7.1874  -2.8492  -3.7094
H  5.8503  -1.9917  -4.4597
H  7.3300  -1.1543  -1.9254
H  7.4495  -0.3774  -3.4958
H  5.0636  0.2521  -3.3861
H  6.5455  1.0670  -0.8352
H  6.9472  1.6801  -2.4391
H  5.3849  2.0522  -1.7325
H  -3.9551  -1.9486  2.2572
H  -4.3025  -3.4946  0.3181

Here are the Mulliken charges for atoms 1 to 6, given in e: atom 1 (C): -1.541, atom 2 (C): 0.554, atom 3 (C): 0.059, atom 4 (C): 0.203, atom 5 (C): 0.329, atom 6 (O): -0.660

# 2
A molecular structure, C24H37IrN2O10S2Si, computed with ωB97M-V/def2-TZVPD.

## Properties
Energy (eV): -81326.3457
Gap between HOMO and LUMO (spin up / spin down) (eV): 8.07 / 5.38
<S²>: 8.784
Relative energy (zero: lowest compared OMol25 entry of this formula, charge and spin) (eV): 0.529
LUMO (spin up / spin down) (eV): -3.52 / -7.41
Charge: +1
Spin multiplicity: 6

Element x y z (Å)
Ir  -0.3880  0.5344  -1.4361
O  2.3750  -1.7611  -6.1001
C  3.0573  -0.7034  -5.6927
O  3.9748  -0.2344  -6.3080
C  2.6074  -0.0728  -4.4191
C  3.2045  1.0632  -3.8925
N  2.5355  1.3853  -2.7791
N  1.5464  0.5195  -2.5391
C  1.5686  -0.3647  -3.5320
C  0.4578  -1.3632  -3.5980
O  0.4456  -2.1952  -4.4987
O  -0.4657  -1.2209  -2.7225
H  1.6797  -2.0263  -5.4375
H  4.0447  1.6282  -4.2513
H  2.6893  2.1619  -2.1557
C  -2.0527  -2.9749  -6.5879
C  -2.1754  -1.7220  -5.8083
C  -1.3042  -0.6356  -6.0495
C  -1.3795  0.5048  -5.2825
C  -2.3262  0.5776  -4.2551
C  -3.2791  -0.4363  -4.0788
C  -3.1835  -1.5812  -4.8340
S  -2.2300  1.9361  -3.0889
O  -0.7694  2.2103  -3.0604
O  -3.0933  2.9573  -3.5741
O  -2.5627  1.3222  -1.7858
H  -1.1112  -3.0433  -7.1215
H  -2.8705  -3.0109  -7.3154
H  -2.1824  -3.8443  -5.9459
H  -0.5515  -0.7510  -6.8172
H  -0.6887  1.3267  -5.4141
H  -4.0205  -0.3203  -3.3023
H  -3.8600  -2.4095  -4.6804
C  3.9240  -0.7405  3.7495
C  3.0334  0.1238  2.8682
C  2.9943  1.5584  3.3697
C  3.4666  0.0580  1.4087
O  1.7161  -0.4775  2.9622
Si  0.2057  -0.0640  2.6596
S  -0.0333  -0.3949  0.4478
O  -0.0813  1.4853  2.9150
C  -1.2071  2.3922  2.7878
C  -1.3577  3.0608  4.1458
C  -0.8215  3.3957  1.7078
C  -2.4705  1.6340  2.4050
O  -0.8565  -1.1344  3.1741
C  -1.0984  -1.7924  4.4539
C  -2.5089  -1.4041  4.8687
C  -0.9814  -3.2858  4.1887
C  -0.0776  -1.3299  5.4811
H  4.9467  -0.3709  3.7264
H  3.9189  -1.7703  3.4016
H  3.5746  -0.7182  4.7786
H  4.0055  1.9614  3.3893
H  2.5897  1.6019  4.3789
H  2.3835  2.1875  2.7284
H  4.4807  0.4391  1.3035
H  2.8068  0.6636  0.7856
H  3.4431  -0.9690  1.0485
H  -0.4318  3.5542  4.4317
H  -1.6099  2.3266  4.9074
H  -2.1509  3.8048  4.1113
H  0.1074  3.8993  1.9705
H  -1.6007  4.1464  1.5933
H  -0.6894  2.8907  0.7489
H  -2.7264  0.8866  3.1560
H  -2.3584  1.1358  1.4422
H  -3.3013  2.3328  2.3220
H  -3.2191  -1.6587  4.0850
H  -2.5739  -0.3349  5.0687
H  -2.7896  -1.9348  5.7758
H  -1.7185  -3.5986  3.4526
H  -1.1485  -3.8461  5.1062
H  0.0110  -3.5261  3.8142
H  -0.1108  -0.2466  5.5995
H  0.9288  -1.6237  5.1959
H  -0.3052  -1.7738  6.4487

Here are the Mulliken charges for atoms 1 to 6, given in e: atom 1 (Ir): 1.044, atom 2 (O): -0.571, atom 3 (C): 0.404, atom 4 (O): -0.575, atom 5 (C): 0.364, atom 6 (C): -0.640

# 3
A molecular structure, C24H37N2OTc, computed with ωB97M-V/def2-TZVPD.

## Properties
Energy (eV): -32707.9461
Gap between HOMO and LUMO (spin up / spin down) (eV): 7.76 / 7.60
<S²>: 0.767
Relative energy (zero: lowest compared OMol25 entry of this formula, charge and spin) (eV): 0.758
LUMO (spin up / spin down) (eV): -2.53 / -2.70
Charge: +1
Spin multiplicity: 2

Element x y z (Å)
Tc  1.0992  0.3365  -0.5988
C  2.2878  0.0132  3.1812
C  2.2377  0.9111  1.9771
C  3.2146  0.7861  0.9715
C  3.2349  1.6278  -0.1350
C  4.3942  1.6142  -1.1028
C  2.2229  2.6061  -0.2606
C  1.2596  2.7701  0.7224
C  0.2235  3.8538  0.6238
C  1.2893  1.9075  1.8383
H  1.8315  -0.9562  2.9657
H  1.7643  0.4572  4.0269
H  3.3190  -0.1780  3.4768
H  4.0172  0.0678  1.0947
H  4.1459  1.1199  -2.0413
H  5.2510  1.1019  -0.6679
H  4.6934  2.6342  -1.3420
H  2.2577  3.2895  -1.1009
H  0.6505  4.7645  0.2057
H  -0.1923  4.0858  1.6032
H  -0.6010  3.5427  -0.0222
H  0.5544  2.0490  2.6233
C  2.6696  -0.9915  -2.9989
O  1.4758  -0.2975  -3.3876
C  0.7438  0.2932  -2.4458
C  -0.4796  0.8727  -3.1160
H  2.5099  -2.0568  -3.1434
H  2.9147  -0.8159  -1.9505
H  3.4738  -0.6430  -3.6427
H  -0.2948  1.0548  -4.1745
H  -0.7934  1.8032  -2.6439
H  -1.2969  0.1468  -3.0483
C  -3.8743  2.0348  -0.5989
C  -3.5903  0.5385  -0.6657
N  -2.9654  0.0078  0.5471
C  -3.8833  -0.5472  1.5496
C  -4.3156  -1.9704  1.2275
C  -1.6429  0.0306  0.7190
C  -1.0610  -0.7116  1.8807
N  -0.8381  0.6762  -0.0994
H  -4.3995  2.3551  -1.4990
H  -2.9606  2.6257  -0.5124
H  -4.5047  2.2702  0.2598
H  -2.9577  0.2906  -1.5194
H  -4.5249  -0.0039  -0.8024
H  -4.7530  0.1110  1.5832
H  -3.4175  -0.4944  2.5300
H  -4.8595  -2.0167  0.2833
H  -4.9761  -2.3430  2.0105
H  -3.4579  -2.6401  1.1544
H  -1.5544  -1.6697  2.0286
H  -1.1549  -0.1274  2.7990
H  -0.0117  -0.8911  1.6831
H  -1.3433  1.1197  -0.8559
C  0.4742  -4.4477  0.1228
C  1.6015  -3.7911  0.5912
C  1.7796  -2.4349  0.3267
C  0.8479  -1.6933  -0.4149
C  -0.2729  -2.3935  -0.8871
C  -0.4637  -3.7428  -0.6231
H  0.3303  -5.5008  0.3269
H  2.3491  -4.3335  1.1581
H  2.6807  -1.9561  0.6993
H  -1.0179  -1.8715  -1.4818
H  -1.3404  -4.2507  -1.0081

Here are the Mulliken charges for atoms 1 to 6, given in e: atom 1 (Tc): -0.703, atom 2 (C): -1.835, atom 3 (C): 1.447, atom 4 (C): -0.363, atom 5 (C): 0.097, atom 6 (C): -1.501

> Look up the relative energy (zero: lowest compared OMol25 entry of this formula, charge and spin) of the first one.

0.343 eV